The following is a DFT calculation (ωB97M-V/def2-TZVPD) of a structure of composition C26H36ClNPdSi3 in a non-equilibrium geometry.

ORCA input file:
```
! RIJCOSX wB97M-V def2-TZVPD def2/J DEFGRID3
* xyz -2 1
Pd -0.132 0.213 0.301
C 2.888 -1.747 -0.236
Si 2.169 -0.072 0.240
C 3.206 1.113 -0.795
C 2.856 0.187 1.992
C 4.220 0.360 2.268
C 4.677 0.597 3.562
C 3.758 0.657 4.611
C 2.402 0.467 4.348
C 1.935 0.225 3.045
Si 0.109 -0.153 2.622
C 0.028 -1.961 3.209
C -0.840 0.768 3.953
H 3.921 -1.803 0.132
H 2.894 -1.887 -1.328
H 2.310 -2.569 0.204
H 4.245 0.758 -0.830
H 3.192 2.121 -0.369
H 2.834 1.182 -1.827
H 4.946 0.330 1.453
H 5.736 0.741 3.752
H 4.097 0.847 5.624
H 1.695 0.515 5.174
H 0.352 -2.047 4.263
H 0.702 -2.564 2.585
H -0.984 -2.387 3.117
H -0.671 0.289 4.928
H -1.921 0.761 3.748
H -0.517 1.816 4.000
C -1.444 -2.997 -0.149
Si -2.750 -1.662 -0.270
C -4.110 -2.413 -1.354
C -3.558 -1.518 1.417
N -2.112 -0.248 -0.951
C -2.854 0.755 -1.510
C -2.302 1.595 -2.515
C -3.024 2.624 -3.102
C -4.347 2.883 -2.738
C -4.920 2.073 -1.761
C -4.204 1.042 -1.166
H -1.701 -3.771 0.590
H -0.499 -2.552 0.153
H -1.296 -3.478 -1.127
H -4.456 -3.369 -0.934
H -3.747 -2.593 -2.376
H -4.974 -1.738 -1.423
H -3.803 -2.516 1.806
H -4.486 -0.932 1.358
H -2.892 -1.020 2.133
H -1.273 1.404 -2.802
H -2.545 3.243 -3.854
H -4.903 3.699 -3.183
H -5.941 2.258 -1.445
H -4.671 0.446 -0.388
Cl -2.705 3.468 0.986
C -1.117 3.713 1.697
C -1.044 4.406 2.897
C 0.177 4.607 3.528
C 1.321 4.076 2.927
C 1.240 3.397 1.726
C 0.018 3.190 1.031
C -0.046 2.490 -0.218
H -1.961 4.776 3.340
H 0.230 5.141 4.469
H 2.285 4.174 3.414
H 2.136 2.963 1.295
H 0.861 2.513 -0.815
H -0.955 2.587 -0.786
*
```

Frontier orbital gap (alpha / beta), eV: 4.59 / 4.59
Energy relative to the best compared isomer or geometry (same formula, charge and spin), kJ/mol: 169.7
Highest occupied orbital energy (alpha / beta), eV: 0.35 / 0.35
Max |F|, eV/Å: 1.848
Calculated total energy, a.u.: -2523.74486

---

The following is a DFT calculation (ωB97M-V/def2-TZVPD) of a structure of composition C26H36CsFN8O4S2 in a non-equilibrium geometry.

ORCA input file:
```
! RIJCOSX wB97M-V def2-TZVPD def2/J DEFGRID3
* xyz -2 1
Cs -0.823 0.101 -0.044
C -1.690 2.626 -3.002
C -0.360 2.924 -3.696
C -0.147 1.953 -4.856
C 0.780 2.933 -2.695
C 1.033 4.069 -1.931
C 2.043 4.081 -0.988
C 2.828 2.954 -0.750
C 3.910 2.982 0.294
C 2.559 1.811 -1.490
C 1.560 1.810 -2.459
H -2.529 2.812 -3.679
H -1.827 3.209 -2.088
H -1.723 1.566 -2.726
H -0.413 3.937 -4.115
H -0.195 0.914 -4.520
H 0.818 2.107 -5.346
H -0.936 2.085 -5.601
H 0.410 4.946 -2.064
H 2.210 4.975 -0.396
H 3.499 3.188 1.284
H 4.646 3.760 0.073
H 4.431 2.025 0.351
H 3.124 0.905 -1.300
H 1.364 0.898 -3.012
N -0.309 4.026 3.241
C -1.758 3.930 3.120
C -2.306 2.876 2.145
C -1.715 3.129 0.749
O -2.319 3.939 0.012
O -0.650 2.508 0.486
H 0.086 4.205 2.323
H 0.107 3.142 3.512
H -2.130 4.903 2.784
H -2.175 3.762 4.119
H -3.392 2.995 2.086
H -2.073 1.861 2.494
N -1.284 -1.571 3.843
H -1.862 -1.720 3.020
H -0.353 -1.872 3.557
H -1.204 -0.565 3.952
N 3.905 -0.917 2.297
C 3.919 0.209 3.027
C 2.780 1.090 2.941
N 2.689 2.197 3.622
C 3.741 2.506 4.421
C 4.836 1.687 4.488
N 4.954 0.534 3.811
H 2.886 -1.308 1.976
H 4.667 -1.541 2.510
H 1.985 0.816 2.253
H 3.684 3.425 4.992
H 5.674 1.962 5.124
F 1.676 -1.634 1.579
N -1.829 -8.240 0.828
C -2.054 -6.890 0.494
C -3.178 -6.523 -0.232
C -3.413 -5.186 -0.532
C -2.527 -4.216 -0.107
C -1.398 -4.574 0.630
C -1.166 -5.902 0.928
S -2.751 -2.502 -0.499
O -4.082 -2.376 -1.059
O -2.482 -1.807 0.755
N -1.595 -2.129 -1.482
C -1.581 -2.485 -2.786
S -2.732 -3.549 -3.555
C -1.866 -3.412 -5.035
C -0.811 -2.578 -4.856
N -0.639 -2.057 -3.605
H -2.234 -8.891 0.175
H -0.860 -8.455 1.007
H -3.871 -7.286 -0.571
H -4.288 -4.889 -1.094
H -0.694 -3.813 0.950
H -0.287 -6.178 1.498
H -2.175 -3.908 -5.941
H -0.111 -2.303 -5.635
*
```

Frontier orbital gap, eV: 6.75
Energy relative to the best compared isomer or geometry (same formula, charge and spin), kJ/mol: 106.7
Highest occupied orbital energy, eV: -2.93
Max |F|, eV/Å: 1.876
Calculated total energy, a.u.: -2667.89952

---

The following is a DFT calculation (ωB97M-V/def2-TZVPD) of a structure of composition C26H36CsFN8O4S2 in a non-equilibrium geometry.

ORCA input file:
```
! RIJCOSX wB97M-V def2-TZVPD def2/J DEFGRID3
* xyz -2 1
Cs 1.704 1.028 -0.897
C -0.760 5.792 -0.503
C -1.894 4.795 -0.299
C -3.244 5.512 -0.276
C -1.718 3.924 0.931
C -2.406 2.713 1.020
C -2.232 1.860 2.098
C -1.379 2.195 3.146
C -1.192 1.244 4.301
C -0.715 3.409 3.073
C -0.873 4.259 1.980
H -0.897 6.331 -1.443
H 0.202 5.279 -0.550
H -0.729 6.536 0.300
H -1.877 4.116 -1.157
H -3.308 6.168 0.599
H -4.074 4.805 -0.221
H -3.374 6.124 -1.173
H -3.034 2.398 0.191
H -2.726 0.894 2.133
H -1.193 0.204 3.963
H -2.002 1.352 5.028
H -0.251 1.446 4.814
H -0.019 3.679 3.861
H -0.294 5.173 1.942
N -3.090 -0.625 -0.543
C -3.468 -1.949 -0.045
C -2.328 -2.673 0.666
C -2.123 -2.160 2.105
O -3.126 -2.239 2.855
O -1.003 -1.653 2.372
H -2.359 -0.733 -1.244
H -2.656 -0.102 0.213
H -3.855 -2.536 -0.882
H -4.286 -1.826 0.667
H -1.396 -2.531 0.113
H -2.552 -3.745 0.706
N -0.064 -2.856 -2.669
H 0.950 -2.768 -2.647
H -0.339 -3.062 -1.715
H -0.391 -1.912 -2.862
N -2.258 -0.552 -7.178
C -1.863 0.109 -6.010
C -1.381 -0.602 -4.908
N -0.969 0.013 -3.816
C -1.015 1.353 -3.796
C -1.496 2.036 -4.897
N -1.928 1.427 -6.005
H -2.596 -1.491 -7.044
H -2.869 0.014 -7.747
H -1.328 -1.687 -4.919
H -0.635 1.875 -2.918
H -1.529 3.119 -4.884
F 0.744 2.890 -1.952
N 2.607 -6.422 2.766
C 2.917 -5.336 1.927
C 4.162 -5.252 1.308
C 4.459 -4.188 0.464
C 3.504 -3.214 0.228
C 2.251 -3.298 0.841
C 1.960 -4.351 1.683
S 3.808 -1.796 -0.775
O 5.195 -1.855 -1.194
O 2.799 -1.819 -1.825
N 3.448 -0.579 0.141
C 4.131 -0.261 1.279
S 5.412 -1.220 2.039
C 5.525 -0.066 3.306
C 4.633 0.926 3.086
N 3.859 0.833 1.962
H 3.410 -6.819 3.229
H 1.869 -6.222 3.425
H 4.907 -6.016 1.504
H 5.432 -4.097 -0.001
H 1.508 -2.522 0.691
H 0.991 -4.388 2.168
H 6.210 -0.181 4.129
H 4.497 1.778 3.738
*
```

Frontier orbital gap, eV: 6.82
Energy relative to the best compared isomer or geometry (same formula, charge and spin), kJ/mol: 170.5
Highest occupied orbital energy, eV: -2.88
Max |F|, eV/Å: 2.556
Calculated total energy, a.u.: -2667.87523

---

The following is a DFT calculation (ωB97M-V/def2-TZVPD) of a structure of composition C26H36GeIrN4.

ORCA input file:
```
! RIJCOSX wB97M-V def2-TZVPD def2/J DEFGRID3
* xyz -1 5
Ir -0.192 -0.085 0.390
C 1.630 -1.571 -2.189
C 1.312 -2.959 -1.624
C 0.687 -2.963 -0.214
N -0.432 -2.052 -0.097
C -1.681 -2.503 -0.209
C -1.991 -3.838 -0.571
C -3.177 -4.547 -0.478
C -4.421 -4.144 -0.015
C -4.790 -2.850 0.348
C -4.057 -1.682 0.297
C -2.691 -1.459 -0.008
N -2.177 -0.233 -0.058
C -3.036 0.918 0.107
C -2.319 2.198 -0.304
C -1.272 2.684 0.696
N -0.093 1.859 0.684
C 1.104 2.397 1.108
C 1.139 3.551 1.880
C 2.192 4.369 2.308
C 3.557 4.239 1.997
C 4.147 3.217 1.297
C 3.585 2.030 0.758
C 2.261 1.570 0.709
N 1.900 0.355 0.266
C 2.909 -0.595 -0.147
C 2.906 -0.932 -1.647
H 0.793 -0.905 -1.973
H 1.707 -1.638 -3.278
H 2.220 -3.571 -1.600
H 0.607 -3.451 -2.302
H 1.418 -2.667 0.532
H 0.409 -3.986 0.042
H -1.171 -4.428 -0.956
H -3.105 -5.584 -0.789
H -5.190 -4.905 0.052
H -5.813 -2.732 0.690
H -4.616 -0.800 0.579
H -3.363 1.007 1.154
H -3.929 0.802 -0.519
H -3.064 2.989 -0.429
H -1.837 2.027 -1.270
H -1.733 2.715 1.698
H -0.993 3.708 0.423
H 0.162 3.884 2.216
H 1.915 5.223 2.916
H 4.217 5.024 2.352
H 5.222 3.301 1.167
H 4.334 1.383 0.325
H 2.780 -1.513 0.428
H 3.913 -0.250 0.091
H 3.752 -1.608 -1.826
H 3.102 -0.011 -2.203
C -0.351 1.744 4.693
Ge 0.160 -0.069 4.055
C 2.141 -0.044 4.014
C -0.450 -1.308 5.502
C -0.603 -0.608 2.391
H 0.012 1.905 5.711
H -1.436 1.870 4.690
H 0.089 2.504 4.045
H 2.545 0.172 5.006
H 2.485 0.729 3.324
H 2.539 -1.003 3.676
H -0.015 -1.055 6.471
H -0.182 -2.338 5.260
H -1.538 -1.256 5.592
H -1.369 -1.387 2.483
*
```

Frontier orbital gap (alpha / beta), eV: 4.32 / 6.01
Highest occupied orbital energy (alpha / beta), eV: -1.58 / -4.02
Max |F|, eV/Å: 0.801
Calculated total energy, a.u.: -3412.47325

---

The following is a DFT calculation (ωB97M-V/def2-TZVPD) of a structure of composition C26H36IrP in a non-equilibrium geometry.

ORCA input file:
```
! RIJCOSX wB97M-V def2-TZVPD def2/J DEFGRID3
* xyz 2 5
C -0.048 -3.417 -1.351
H 0.181 -4.486 -1.328
H -0.774 -3.322 -2.179
H -0.593 -3.349 -0.422
C 1.111 -2.311 -1.601
H 0.585 -1.305 -1.517
H 1.973 -2.285 -0.882
C 1.768 -2.618 -2.985
H 2.778 -2.235 -3.281
H 1.826 -3.692 -3.202
H 1.136 -2.212 -3.774
C -0.106 2.860 0.251
C 0.698 2.224 -0.850
C -0.192 1.496 -1.725
C -1.436 1.417 -1.109
C -1.415 2.149 0.147
C -2.521 2.146 1.137
C -2.605 0.666 -1.665
C 0.139 0.931 -3.066
C 2.158 2.375 -1.084
C 0.469 3.464 1.475
Ir 0.288 0.936 0.946
H -3.236 0.225 -0.885
H -3.230 1.352 -2.251
H -2.289 -0.131 -2.358
H -3.243 1.399 0.826
H -2.123 1.875 2.111
H -3.015 3.110 1.211
H 1.467 3.051 1.550
H 0.510 4.538 1.588
H -0.055 3.038 2.317
H 2.441 1.790 -1.964
H 2.398 3.426 -1.263
H 2.724 2.002 -0.223
H -0.348 -0.030 -3.233
H -0.245 1.606 -3.829
H 1.207 0.825 -3.221
C -0.389 -2.360 2.448
P 0.669 -0.898 2.056
C 0.636 0.103 3.605
C 1.802 0.647 4.125
C 1.676 1.642 5.100
C 0.434 2.144 5.496
C -0.718 1.588 4.939
C -0.634 0.522 4.051
C 2.322 -1.602 1.727
C 2.574 -2.994 1.729
C 3.852 -3.472 1.433
C 4.885 -2.590 1.095
C 4.593 -1.218 0.967
C 3.332 -0.719 1.314
H -1.399 -2.015 2.772
H 0.057 -2.954 3.300
H -0.468 -3.001 1.546
H 2.791 0.338 3.757
H 2.579 2.039 5.539
H 0.363 2.948 6.233
H -1.690 2.014 5.180
H -1.545 0.072 3.634
H 1.765 -3.707 1.953
H 4.042 -4.548 1.460
H 5.904 -2.950 0.941
H 5.354 -0.525 0.600
H 3.133 0.366 1.210
*
```

Frontier orbital gap (alpha / beta), eV: 8.58 / 5.03
Energy relative to the best compared isomer or geometry (same formula, charge and spin), kJ/mol: 157.2
Highest occupied orbital energy (alpha / beta), eV: -14.14 / -15.11
Max |F|, eV/Å: 4.075
Calculated total energy, a.u.: -1457.24658

---

The following is a DFT calculation (ωB97M-V/def2-TZVPD) of the molecule C26H36N2O2.

ORCA input file:
```
! RIJCOSX wB97M-V def2-TZVPD def2/J DEFGRID3
* xyz 0 1
C 4.156 1.834 -3.221
H 4.179 2.309 -4.200
H 4.993 2.215 -2.638
H 4.292 0.765 -3.365
C 2.836 2.139 -2.516
C 2.636 3.651 -2.428
H 3.425 4.103 -1.832
H 2.656 4.098 -3.419
H 1.679 3.887 -1.967
C 2.788 1.528 -1.111
C 2.669 0.001 -1.119
N 2.636 -0.540 0.239
C 1.381 -1.187 0.574
H 1.524 -1.759 1.494
C 0.322 -0.103 0.846
O 0.883 0.866 1.701
H 1.834 0.879 1.499
C -0.957 -0.659 1.514
N -2.170 -0.418 0.763
C -2.716 -1.409 -0.027
C -2.005 -2.571 -0.361
C -2.574 -3.560 -1.131
C -3.875 -3.438 -1.606
C -4.583 -2.300 -1.306
C -4.025 -1.282 -0.530
C -4.834 -0.089 -0.264
O -6.008 0.001 -0.593
C -4.108 0.992 0.404
C -4.743 2.227 0.556
C -4.106 3.283 1.162
C -2.803 3.110 1.617
C -2.157 1.900 1.484
C -2.799 0.808 0.883
H -1.140 1.823 1.827
H -2.281 3.935 2.079
H -4.602 4.234 1.276
H -5.750 2.313 0.175
H -5.593 -2.150 -1.658
H -4.314 -4.222 -2.204
H -1.994 -4.440 -1.371
H -0.986 -2.703 -0.037
H -1.049 -0.172 2.489
H -0.863 -1.729 1.699
H 0.037 0.371 -0.108
H 1.032 -1.871 -0.216
C 3.816 -1.319 0.579
C 5.052 -0.427 0.704
H 4.788 0.418 1.343
H 5.331 -0.034 -0.274
C 6.260 -1.149 1.312
C 7.366 -0.138 1.611
H 8.222 -0.632 2.065
H 7.696 0.344 0.693
H 7.012 0.630 2.295
C 6.792 -2.241 0.386
H 6.052 -3.022 0.231
H 7.060 -1.820 -0.581
H 7.679 -2.699 0.817
H 5.950 -1.612 2.256
H 3.996 -2.117 -0.160
H 3.638 -1.794 1.548
H 1.756 -0.280 -1.657
H 3.511 -0.433 -1.665
H 3.685 1.817 -0.562
H 1.929 1.942 -0.581
H 2.017 1.715 -3.109
*
```

SMILES: CC(C)CCN(CCC(C)C)C[C@H](O)Cn1c2ccccc2c(=O)c2ccccc21
Frontier orbital gap, eV: 8.04
Energy relative to the best compared isomer or geometry (same formula, charge and spin), kJ/mol: 11.8
Highest occupied orbital energy, eV: -7.87
Max |F|, eV/Å: 0.575
Calculated total energy, a.u.: -1272.35509

---

The following is a DFT calculation (ωB97M-V/def2-TZVPD) of a structure of composition C26H36N2O5PdSSi.

ORCA input file:
```
! RIJCOSX wB97M-V def2-TZVPD def2/J DEFGRID3
* xyz 1 6
Pd -0.410 -0.841 0.184
C -0.143 -1.847 -2.924
O 0.192 -0.836 -1.961
C 1.383 -0.071 -2.220
C 2.307 -0.167 -1.035
O 1.526 0.255 0.097
C 2.197 0.499 1.351
C 1.575 -0.324 2.453
O 0.151 -0.248 2.312
C -0.555 -0.847 3.410
H -0.270 -1.388 -3.904
H -1.078 -2.297 -2.603
H 0.636 -2.610 -2.960
H 1.076 0.963 -2.382
H 1.882 -0.442 -3.116
H 3.157 0.505 -1.166
H 2.675 -1.179 -0.871
H 2.080 1.564 1.550
H 3.253 0.247 1.267
H 1.867 0.098 3.418
H 1.898 -1.361 2.412
H -0.379 -0.260 4.312
H -0.210 -1.873 3.560
H -1.610 -0.838 3.155
C -1.750 5.066 0.060
Si -0.211 4.042 -0.146
C 0.565 4.357 -1.809
C 0.994 4.415 1.225
C -0.658 2.236 -0.044
H -1.505 6.129 -0.008
H -2.215 4.888 1.032
H -2.487 4.838 -0.713
H 0.735 5.427 -1.955
H -0.081 4.013 -2.621
H 1.531 3.853 -1.901
H 1.165 5.492 1.298
H 1.962 3.939 1.052
H 0.612 4.077 2.193
H -0.989 1.671 -0.914
H -0.764 1.753 0.926
O 3.071 -2.811 0.983
C 2.010 -3.302 0.681
N 1.713 -4.615 0.472
C 0.305 -4.875 0.163
C -0.166 -3.431 0.171
O -1.303 -2.978 -0.089
N 0.798 -2.589 0.466
C 0.097 -5.443 -1.240
C -1.126 -6.009 -1.580
C -1.352 -6.454 -2.874
C -0.357 -6.341 -3.836
C 0.864 -5.775 -3.500
C 1.089 -5.321 -2.206
C -0.354 -5.699 1.263
C 0.007 -7.039 1.370
C -0.508 -7.823 2.388
C -1.400 -7.277 3.303
C -1.771 -5.947 3.193
C -1.249 -5.156 2.175
H 2.378 -5.341 0.683
H -1.905 -6.103 -0.833
H -2.306 -6.897 -3.130
H -0.531 -6.700 -4.841
H 1.648 -5.695 -4.242
H 2.049 -4.891 -1.946
H 0.684 -7.477 0.644
H -0.221 -8.864 2.462
H -1.810 -7.891 4.094
H -2.477 -5.520 3.894
H -1.572 -4.125 2.090
S -3.913 -0.257 0.298
C -2.404 -0.493 0.527
*
```

Frontier orbital gap (alpha / beta), eV: 6.70 / 5.65
Energy relative to the best compared isomer or geometry (same formula, charge and spin), kJ/mol: 150.5
Highest occupied orbital energy (alpha / beta), eV: -8.96 / -11.79
Max |F|, eV/Å: 0.817
Calculated total energy, a.u.: -2313.14329